Record 1
93
Properties=species:S:1:pos:R:3 method="wB97M-V/def2-TZVPD" energy_ha=-5750.95445 e_lumo_ev="0.319 / 0.318" homo_lumo_gap_ev="7.821 / 9.298" charge=0 multiplicity=9
Mn -0.8748 1.4103 -1.0466
Cr 0.1093 -2.2856 0.3975
S 2.8342 -0.6919 1.1510
S 3.4254 -2.5379 -0.7547
F -0.3880 -0.4235 -0.0545
F -1.2215 0.1933 -2.7466
F 0.0103 -1.9234 2.3405
F 4.5081 -2.3234 2.4866
F 2.6173 -2.1891 3.3633
F 1.9805 -4.7015 -1.2736
F 3.9781 -0.4476 3.5154
F -0.0851 -2.6343 -1.5774
F 3.1127 -4.8220 0.5984
F 4.0724 -4.9899 -1.3514
O -2.0854 -2.6401 0.3901
O -1.9512 5.3479 -0.0737
O 1.0749 1.9524 -1.8530
O 4.7830 -2.3373 -0.3771
O 1.7789 0.1612 1.6188
O 2.9982 -2.0895 -2.0364
O -3.0052 1.3418 -0.6595
O 1.3522 -6.8554 1.1612
O 1.5754 4.2802 0.0048
O 3.8670 0.0256 0.4599
N -1.4121 3.1577 -2.2790
N 2.1532 -1.9562 0.3515
N 0.1189 -4.3645 0.7258
N -0.8273 2.7745 0.6814
C -1.2842 6.4388 0.5542
C -2.4536 4.2211 -2.1691
C -3.1977 -1.8041 0.7137
C -2.2098 5.5436 -1.4382
C 0.4626 -4.7590 2.1453
C 2.7859 4.7358 -0.5549
C -1.8716 2.0028 1.4201
C 2.2706 1.1375 -2.0195
C 1.7319 3.2382 0.9476
C 0.9628 2.7821 -3.0077
C 0.4065 2.8431 1.5264
C 3.1136 -4.3868 -0.6444
C -0.1697 3.7879 -2.8302
C -2.4461 -3.9676 0.6991
C -3.1251 2.1154 0.5596
C 3.5420 -1.4367 2.7699
C 0.6198 -6.2604 2.2210
C -4.2246 1.1938 -1.3851
C 1.4113 -8.2600 1.1592
C -1.2193 -4.8290 0.3090
H -3.4441 -2.0039 1.7609
H -2.6978 -4.2551 1.7216
H 3.5432 4.9596 0.2009
H -2.0417 2.5816 2.3405
H -4.0475 1.8778 1.0989
H 0.7154 2.1158 -3.8420
H -1.4720 -5.8101 0.7326
H 1.3731 -4.1841 2.3143
H -4.8502 2.0714 -1.2033
H 0.1285 3.7215 2.1387
H -3.1601 6.0391 -1.6725
H -3.3806 3.8147 -1.7603
H 0.1271 4.6468 -2.2254
H 0.4297 2.0205 2.2360
H 2.2808 3.6609 1.7977
H -4.1065 -2.0413 0.1559
H -3.9400 1.0091 -2.4171
H 2.2305 2.3581 0.5320
H -0.4835 6.8385 -0.0642
H -0.9314 6.0299 1.5029
H 2.5052 5.6678 -1.0499
H -3.1785 -4.2875 -0.0470
H -1.2278 -5.0674 -0.7534
H -2.7465 4.4462 -3.2023
H -0.2119 -4.3768 2.9087
H -0.3466 -6.7819 2.2291
H -1.6895 2.7258 -3.1624
H 1.1174 -6.6339 3.1258
H 0.4535 -8.7921 1.1587
H -4.8078 0.3534 -0.9989
H 1.9896 -8.5039 2.0569
H 3.1326 1.6584 -1.6104
H 1.9083 3.2824 -3.2293
H 2.4385 0.9050 -3.0711
H -0.4274 4.2803 -3.7783
H -1.6463 0.9857 1.7405
H 1.9645 0.2187 -1.5288
H -1.3869 6.0784 -1.9201
H -3.2681 3.1606 0.2715
H -2.0574 7.1468 0.8707
H -2.9598 -0.7531 0.5886
H 0.6978 -5.0684 0.2692
H 3.1799 4.0684 -1.3261
H -1.2318 3.7012 0.6965
H 1.9215 -8.6335 0.2745

=====

Record 2
73
Properties=species:S:1:pos:R:3 method="wB97M-V/def2-TZVPD" energy_ha=-4824.94774 e_lumo_ev="-11.090 / -15.137" homo_lumo_gap_ev="7.812 / 4.141" charge=+4 relative_energy_kcal_mol=0.0 multiplicity=6
Ir 0.0496 0.2404 0.2348
Se 2.6213 -2.6527 -2.9312
S -0.9590 1.9934 1.4308
P -1.4469 -1.3969 0.7258
P 1.1866 1.7383 -1.0491
P 1.6574 -0.2285 1.7196
N 0.0529 3.6703 3.3313
N -0.9732 1.7376 4.1327
C -0.1281 -1.9747 -3.7500
C 0.2808 2.0023 -2.6062
C -0.5240 2.4626 3.0958
C -0.3471 -4.2966 -5.3027
C 1.0715 -0.7509 3.3505
C 0.8317 -4.0336 -4.5870
C 2.6898 -1.5257 1.0221
C -3.3003 0.2891 -4.6869
C 1.0487 3.8680 4.3888
C 1.3842 3.4063 -0.3135
C -1.3858 -3.3469 -5.3170
C -2.6661 -1.5364 -0.6353
C 2.8080 1.1112 2.1770
C -2.4188 -1.2200 2.2841
C 2.8414 1.1943 -1.5269
C -1.1690 2.1646 5.5237
C -1.2596 -2.2351 -4.5104
C -3.2211 0.6522 -3.3964
C -0.7047 -3.0583 0.9484
C 0.9565 -2.8788 -3.8107
H 3.3086 0.7971 3.1029
H -1.7884 -1.2888 3.1866
H -1.5597 0.9436 3.8562
H -0.7360 2.3290 -2.3586
H 3.5521 1.2520 1.3923
H -1.4780 3.2317 5.5349
H 1.8696 3.1417 4.3049
H 1.6907 -4.6981 -4.6511
H 0.3754 -0.0188 3.7823
H -4.2639 -0.0262 -5.1293
H 2.7073 0.3672 -2.2352
H 0.5805 -1.7243 3.2614
H 1.9413 -0.8284 4.0137
H 0.2198 4.2417 2.4880
H -0.4487 -5.2369 -5.8564
H 3.5414 -1.7290 1.6840
H -3.1481 -2.0464 2.3129
H -2.9541 -0.2596 2.2832
H 2.0628 -2.4139 0.8982
H 2.3730 -3.6706 -1.8449
H -2.0788 -1.5437 -4.4889
H 1.4468 4.8740 4.2576
H 0.7706 2.7705 -3.2146
H -1.5636 -3.7360 1.0876
H 0.2305 1.0672 -3.1813
H 0.5467 3.7478 5.3615
H -0.2832 1.9609 6.1336
H -2.1706 -1.8325 -1.5714
H -2.2808 -3.5281 -5.9207
H 1.9366 3.3904 0.6327
H -0.0640 -3.0909 1.8431
H -3.4243 -2.2855 -0.3743
H 2.2652 2.0603 2.3762
H 1.9426 4.0230 -1.0287
H -0.0677 -1.0798 -3.1415
H -2.0294 1.5820 5.9091
H 3.3086 2.0549 -2.0181
H -4.1043 0.6364 -2.7632
H -2.3463 1.1090 -2.9579
H -0.1279 -3.3517 0.0586
H 3.4474 0.8691 -0.6737
H -2.4685 0.4179 -5.3986
H -3.1543 -0.5690 -0.8050
H 0.4026 3.8596 -0.1380
H 3.0436 -1.1645 0.0473

=====

Record 3
81
Properties=species:S:1:pos:R:3 method="wB97M-V/def2-TZVPD" energy_ha=-4539.38907 e_lumo_ev=-3.852 homo_lumo_gap_ev=7.490 charge=+1 multiplicity=1
Br -2.1570 -2.7135 2.1287
P -0.5996 2.2443 -0.3635
O 6.3578 4.2730 -2.0821
O -2.7410 -4.1888 -6.1608
O -0.7703 3.0922 0.9524
O 0.9369 2.4000 -0.8002
O -4.1549 1.8655 -0.0144
O -2.9536 -0.0618 5.3375
N 5.5886 1.5222 -1.6998
N -2.7385 -3.1784 -3.4607
N -1.3039 -1.3629 1.1959
N -0.1774 0.5521 4.9052
N 0.2374 -0.4301 0.0752
N -3.2697 -0.3670 -1.5100
N -1.5739 2.5944 -1.4920
C 6.0759 2.4212 0.5143
C -0.7416 0.5303 0.2677
C -0.2585 -1.0324 6.7554
C 7.2790 3.3365 -1.5619
C 6.6426 2.1239 -0.8709
C -3.0411 0.3718 1.5985
C -3.2279 -1.4300 5.5726
C 5.8100 5.1779 -1.1399
C 2.5985 -0.1864 -0.8189
C -2.2036 0.5947 6.3451
C -1.5612 -3.8714 -4.0002
C -0.4879 -2.8384 -4.3314
C -0.1234 -1.5907 0.6347
C -0.6908 0.3463 6.2664
C 1.4460 -0.3237 -0.5666
C -2.0593 -3.3737 -7.0985
C -1.7444 -0.0745 1.0102
C -1.9316 -4.7889 -5.1732
C -4.1755 0.5962 0.5996
C -4.2699 -0.5037 -0.4383
H -3.4077 -3.8715 -3.1362
H 0.8127 -1.0402 6.9523
H 1.0381 1.9051 -1.6232
H -5.2713 -0.4242 -0.8638
H -2.8803 1.2367 2.2375
H 0.3259 -3.2835 -4.9055
H -2.3802 1.6615 6.1884
H -3.6758 0.2043 -2.2385
H -0.2153 1.0841 6.9175
H -1.0658 -3.7684 -7.3282
H -1.1082 2.8878 -2.3392
H 7.4336 1.3801 -0.7436
H -2.5260 -5.6163 -4.7772
H -3.2120 -1.2881 -1.9409
H 5.5207 6.0787 -1.6793
H -3.4076 -1.6458 6.6282
H 0.4373 -2.5007 0.6570
H -3.6257 2.4485 0.5304
H 8.0007 3.8342 -0.9020
H -5.1047 0.5659 1.1746
H -2.6493 -3.3619 -8.0134
H 6.5384 5.4495 -0.3712
H -3.3760 -0.4253 2.2539
H -0.3593 1.5113 4.6216
H -1.0361 -5.2321 -5.6275
H 4.9124 4.7677 -0.6704
H -0.7703 -1.3033 7.6801
H -0.7545 -0.0063 4.2809
H 5.1148 2.9328 0.4645
H -1.3258 3.8482 0.7023
H -2.5999 0.3517 7.3383
H 4.9541 2.2719 -1.9667
H -2.4149 -2.0578 5.1982
H -0.4507 -1.8106 6.0165
H 5.9145 1.4914 1.0612
H 6.7613 3.0361 1.0985
H -4.1294 -1.6821 5.0118
H -1.1595 -4.5139 -3.2109
H -0.0641 -2.4297 -3.4124
H -0.8869 -1.9979 -4.8976
H -3.2117 -2.7317 -4.2429
H -4.2154 -1.4912 0.0126
H 5.9941 1.2215 -2.5819
H 3.6448 -0.0430 -0.9605
H 7.8408 2.9743 -2.4264
H -1.9758 -2.3440 -6.7428

=====

Record 4
73
Properties=species:S:1:pos:R:3 method="wB97M-V/def2-TZVPD" energy_ha=-4010.17180 e_lumo_ev="-9.755 / -13.183" homo_lumo_gap_ev="6.887 / 3.833" charge=+3 relative_energy_kcal_mol=86.4 multiplicity=5
Co -0.6380 0.1498 -0.6568
S 0.3312 -0.3731 -3.2559
P 1.2032 1.2501 -0.5975
P -1.9203 -1.3446 1.0981
P 1.2689 0.3556 4.0254
P -1.8397 1.7634 0.2793
O 0.3190 1.0550 3.0872
C 1.5118 -1.3928 3.6594
C 0.2734 -0.5871 -6.0230
C 2.7887 0.3849 -1.0172
C 1.6054 -2.1339 -7.3491
C -1.7788 -3.1446 1.4323
C -3.0517 2.0539 -1.0663
C 2.0057 -2.7712 -6.1569
C 0.7224 -1.0358 -7.2805
C 2.9385 1.1506 4.0957
C 0.2886 -2.6427 -1.1963
C -2.0412 -0.9133 2.9004
C 1.1156 2.5848 -1.9285
C -1.2606 3.4809 0.5627
C -2.9075 1.8541 1.7699
C 1.0633 -2.3452 -0.1405
C 0.6866 -1.1907 -4.8198
C 0.6958 0.5260 5.7542
C 1.8658 2.2100 0.8295
C -3.6470 -1.1893 0.5182
C 1.5533 -2.2979 -4.9261
H 2.6738 2.8565 0.4340
H 2.1730 -2.2114 -0.1629
H -2.5091 2.1381 -2.0229
H -1.2811 -3.6704 0.6218
H 0.5938 -1.9411 3.9317
H 2.7502 2.2435 3.9865
H 1.9645 -2.4760 -8.3277
H 2.6669 -3.6516 -6.1926
H -3.6842 -1.2902 -0.5700
H -0.2247 -0.0624 5.8585
H 0.4733 1.5968 5.8839
H 2.2471 1.4998 1.5804
H -2.2577 1.9888 2.6445
H -1.2949 -0.0938 3.0960
H 3.4546 0.9423 5.0545
H -0.4228 0.2298 -5.8553
H 3.2817 0.1078 -0.0725
H -1.0586 -0.2127 -2.9387
H -3.5759 2.9911 -0.8126
H -2.7829 -3.5531 1.5988
H 1.8402 -2.7910 -4.0068
H 2.3675 -1.7390 4.2647
H -0.5320 3.7956 -0.1881
H 0.6226 -2.8612 -2.1945
H -4.2709 -1.9649 0.9782
H -0.8388 -2.5857 -1.1682
H 1.3224 3.5972 -1.4862
H -3.0757 -0.5971 3.1824
H 1.4131 0.2113 6.5286
H -0.8371 3.5572 1.5750
H 1.7358 -1.4989 2.5878
H 3.5579 0.7831 3.2657
H -3.5278 0.9772 1.9386
H -2.1711 4.0959 0.5123
H -1.2096 -3.3371 2.3509
H -3.7468 1.1991 -1.1119
H -1.7552 -1.8074 3.4955
H 3.4453 1.1109 -1.5152
H 0.4140 -0.5570 -8.2271
H 1.9741 2.3340 -2.6035
H 1.0657 2.8097 1.2782
H -3.5424 2.7378 1.6224
H 2.6686 -0.5101 -1.6424
H 0.1374 2.6364 -2.4578
H -4.0742 -0.2103 0.7442
H 0.6774 -2.2745 0.9438

=====

Record 5
80
Properties=species:S:1:pos:R:3 method="wB97M-V/def2-TZVPD" energy_ha=-3505.75177 e_lumo_ev=-4.180 homo_lumo_gap_ev=11.266 charge=+2 relative_energy_kcal_mol=0.0 multiplicity=1
Zn -17.4693 -4.6128 -7.7522
O -15.3522 -2.3692 -4.6821
O -18.4118 -2.8614 -8.4931
O -15.4033 -6.1410 -5.0404
O -16.5320 -6.2482 -6.9250
O -17.2029 -3.4476 -4.1533
O -16.5819 -3.4010 -6.2485
O -14.2545 -3.8420 -10.5605
O -13.9808 -4.9295 -8.6623
O -15.9720 -4.1573 -9.1579
O -21.0095 -6.1568 -8.0136
O -14.9086 -7.7160 -6.4999
N -18.6395 -5.4796 -9.2470
N -19.0942 -4.8825 -6.3243
C -18.3310 -1.4634 -8.1608
C -15.6549 -6.6912 -6.2038
C -19.3533 -3.1044 -9.5482
C -14.5085 -6.7698 -4.0852
C -14.3161 -2.0465 -5.6257
C -14.7971 -4.3055 -9.4624
C -15.1324 -3.2657 -11.5654
C -15.2189 -7.8967 -3.3841
C -20.1871 -4.8520 -11.1222
C -20.9936 -6.4462 -6.6411
C -12.3902 -6.2081 -10.0425
C -17.1845 -2.8261 -2.8450
C -19.6095 -6.6414 -4.6086
C -19.0049 -4.4038 -10.2557
C -16.3740 -3.0809 -5.0948
C -19.5819 -6.2890 -6.0886
C -12.5912 -5.0986 -9.0215
C -15.1997 -8.4183 -7.6998
C -22.3010 -6.3254 -8.6021
C -13.3986 -3.2100 -5.8530
H -20.2227 -4.3153 -12.0700
H -13.7524 -1.2296 -5.1798
H -19.9279 -4.3479 -6.5902
H -18.6188 -6.5180 -4.1618
H -12.7719 -5.8958 -11.0183
H -14.2565 -5.9973 -3.3697
H -21.6653 -5.7564 -6.0892
H -17.6339 -1.3635 -7.3354
H -12.1155 -5.4065 -8.0919
H -20.3147 -6.0223 -4.0499
H -12.7426 -3.0656 -6.7073
H -14.7761 -7.9171 -8.5704
H -12.7370 -3.3260 -4.9865
H -14.7400 -1.6384 -6.5446
H -22.1779 -6.4412 -9.6742
H -19.5570 -5.7771 -8.8832
H -19.2423 -2.3372 -10.3176
H -16.2738 -8.5072 -7.8593
H -17.4802 -3.5964 -2.1397
H -21.1228 -4.6430 -10.5896
H -21.3715 -7.4469 -6.3962
H -13.9314 -4.1605 -5.9143
H -12.1409 -4.1650 -9.3428
H -14.4682 -2.7914 -12.2771
H -19.3157 -1.0859 -7.8811
H -22.7942 -7.2237 -8.2172
H -18.9219 -4.4889 -5.3967
H -15.7623 -2.5034 -11.1143
H -15.7029 -4.0664 -12.0244
H -11.3501 -6.4887 -10.1805
H -12.9642 -7.0925 -9.7660
H -20.3591 -3.1207 -9.1230
H -20.2094 -5.9187 -11.3447
H -17.9446 -0.8858 -9.0032
H -22.9515 -5.4763 -8.3729
H -19.8752 -7.6902 -4.4689
H -16.1778 -2.5378 -2.5570
H -13.6357 -7.1270 -4.6253
H -16.1548 -7.5182 -2.9659
H -18.3127 -6.2632 -9.8077
H -14.6207 -8.3277 -2.5811
H -17.8630 -1.9832 -2.8759
H -15.4508 -8.7488 -4.0273
H -18.1436 -4.2214 -10.8963
H -14.7512 -9.4012 -7.6132
H -18.9831 -7.0429 -6.6078

=====

Record 6
73
Properties=species:S:1:pos:R:3 method="wB97M-V/def2-TZVPD" energy_ha=-2398.79073 e_lumo_ev="-13.026 / -17.010" homo_lumo_gap_ev="6.051 / 2.065" charge=+4 relative_energy_kcal_mol=84.1 multiplicity=5
Ru 0.0201 -0.1522 -2.5120
P 0.2165 -2.3768 -2.7533
P -1.7914 -0.2033 -1.2740
P 1.5085 -0.0123 -0.7689
P -1.1187 -0.9639 3.7813
O -0.6031 -0.4126 2.4825
O -0.9272 -0.4310 -4.3501
C -0.1633 -0.3985 5.2030
C 1.6248 -2.6380 -3.8671
C -0.9949 2.5098 -6.5162
C -0.1047 2.0878 -7.5112
C 1.7963 4.4971 -3.0612
C -1.0843 -2.7737 3.8251
C -3.2729 -0.0738 -2.3142
C -0.6177 0.4288 -5.3144
C -1.2428 1.7103 -5.4067
C 1.4807 1.5264 0.3078
C -2.8352 -0.4826 4.0771
C 0.6041 4.8217 -2.5354
C 1.7189 -1.2339 0.5649
C 0.3868 0.0779 -6.2575
C -1.9866 1.1641 -0.0881
C 0.5347 -3.6502 -1.4798
C 0.6101 0.8978 -7.3515
C -1.1689 -3.2086 -3.5990
C 3.1523 0.0310 -1.5621
C -2.1523 -1.6695 -0.2462
H 1.6141 -3.7505 -1.3458
H -2.9006 0.6128 4.0549
H -1.7253 -2.4916 -4.2094
H 0.9363 -1.1037 1.3324
H 0.8900 -0.6616 5.0525
H -1.5252 -1.6505 0.6534
H 1.2672 -3.2092 -4.7310
H 3.3453 -0.8837 -2.1370
H 0.1329 -4.6034 -1.8525
H -0.3507 4.6860 -3.0674
H -1.3767 -3.1359 4.8180
H 1.3783 0.5925 -8.0666
H -1.8944 2.0405 -4.5959
H 2.3986 -3.2131 -3.3532
H 0.5543 5.2459 -1.5252
H 3.9168 0.1369 -0.7791
H -3.2053 0.8254 -2.9384
H -0.5320 -0.8642 6.1258
H 2.0318 -1.6801 -4.2080
H -0.0685 -3.1191 3.5943
H -1.5017 3.4720 -6.5908
H -1.8298 -3.6811 -2.8638
H -1.7794 -3.1686 3.0726
H 0.0326 -3.4013 -0.5322
H 2.6887 -1.0543 1.0407
H -1.4752 2.0667 -0.4424
H -3.4692 -0.8975 3.2840
H -3.1759 -0.8534 5.0514
H -4.1451 0.0004 -1.6547
H 2.5043 1.7219 0.6699
H -3.2005 -1.6108 0.0534
H 0.0581 2.7122 -8.3967
H 2.7134 4.6233 -2.4731
H 3.2019 0.8884 -2.2420
H -3.3688 -0.9509 -2.9610
H 0.9491 -0.8364 -6.0840
H 0.3261 1.1441 -1.5506
H 1.8966 4.0175 -4.0492
H -1.9983 -2.6089 -0.7946
H 1.7100 -2.2745 0.2452
H 0.8191 1.3365 1.1654
H -1.5938 0.8746 0.8954
H 1.1262 2.4205 -0.2203
H -3.0602 1.3669 -0.0116
H -0.7389 -3.9819 -4.2432
H -0.2561 0.6916 5.2770

=====

What did the sixth record say?
73
Properties=species:S:1:pos:R:3 method="wB97M-V/def2-TZVPD" energy_ha=-2398.79073 e_lumo_ev="-13.026 / -17.010" homo_lumo_gap_ev="6.051 / 2.065" charge=+4 relative_energy_kcal_mol=84.1 multiplicity=5
Ru 0.0201 -0.1522 -2.5120
P 0.2165 -2.3768 -2.7533
P -1.7914 -0.2033 -1.2740
P 1.5085 -0.0123 -0.7689
P -1.1187 -0.9639 3.7813
O -0.6031 -0.4126 2.4825
O -0.9272 -0.4310 -4.3501
C -0.1633 -0.3985 5.2030
C 1.6248 -2.6380 -3.8671
C -0.9949 2.5098 -6.5162
C -0.1047 2.0878 -7.5112
C 1.7963 4.4971 -3.0612
C -1.0843 -2.7737 3.8251
C -3.2729 -0.0738 -2.3142
C -0.6177 0.4288 -5.3144
C -1.2428 1.7103 -5.4067
C 1.4807 1.5264 0.3078
C -2.8352 -0.4826 4.0771
C 0.6041 4.8217 -2.5354
C 1.7189 -1.2339 0.5649
C 0.3868 0.0779 -6.2575
C -1.9866 1.1641 -0.0881
C 0.5347 -3.6502 -1.4798
C 0.6101 0.8978 -7.3515
C -1.1689 -3.2086 -3.5990
C 3.1523 0.0310 -1.5621
C -2.1523 -1.6695 -0.2462
H 1.6141 -3.7505 -1.3458
H -2.9006 0.6128 4.0549
H -1.7253 -2.4916 -4.2094
H 0.9363 -1.1037 1.3324
H 0.8900 -0.6616 5.0525
H -1.5252 -1.6505 0.6534
H 1.2672 -3.2092 -4.7310
H 3.3453 -0.8837 -2.1370
H 0.1329 -4.6034 -1.8525
H -0.3507 4.6860 -3.0674
H -1.3767 -3.1359 4.8180
H 1.3783 0.5925 -8.0666
H -1.8944 2.0405 -4.5959
H 2.3986 -3.2131 -3.3532
H 0.5543 5.2459 -1.5252
H 3.9168 0.1369 -0.7791
H -3.2053 0.8254 -2.9384
H -0.5320 -0.8642 6.1258
H 2.0318 -1.6801 -4.2080
H -0.0685 -3.1191 3.5943
H -1.5017 3.4720 -6.5908
H -1.8298 -3.6811 -2.8638
H -1.7794 -3.1686 3.0726
H 0.0326 -3.4013 -0.5322
H 2.6887 -1.0543 1.0407
H -1.4752 2.0667 -0.4424
H -3.4692 -0.8975 3.2840
H -3.1759 -0.8534 5.0514
H -4.1451 0.0004 -1.6547
H 2.5043 1.7219 0.6699
H -3.2005 -1.6108 0.0534
H 0.0581 2.7122 -8.3967
H 2.7134 4.6233 -2.4731
H 3.2019 0.8884 -2.2420
H -3.3688 -0.9509 -2.9610
H 0.9491 -0.8364 -6.0840
H 0.3261 1.1441 -1.5506
H 1.8966 4.0175 -4.0492
H -1.9983 -2.6089 -0.7946
H 1.7100 -2.2745 0.2452
H 0.8191 1.3365 1.1654
H -1.5938 0.8746 0.8954
H 1.1262 2.4205 -0.2203
H -3.0602 1.3669 -0.0116
H -0.7389 -3.9819 -4.2432
H -0.2561 0.6916 5.2770

=====

Question: Which value of charge does entry 2 give?
Answer: +4